C7H17NOS in the gas phase at a distorted geometry, computed with ωB97M-V/def2-TZVPD.

## Properties
Strongest force on any atom in eV/A: 5.73
Multiplicity: 3
ΔE to the lowest compared entry with this formula, charge and spin in eV: 1.3812
<S²>: 2.018

Each line ends with the Löwdin charge.
Element x y z (Å)
C 2.536 0.615 0.368  -0.108
C 1.936 -1.539 -0.617  -0.147
C -2.725 -0.287 -0.740  -0.130
C -1.503 -1.547 1.163  -0.117
C -0.167 2.846 0.311  -0.095
C 1.463 -0.532 0.322  -0.475
C -1.453 -1.050 -0.298  -0.488
N -0.561 1.440 0.445  -0.180
O 0.285 0.748 -1.850  -0.391
S -0.064 0.309 -0.474  0.826
H 2.554 1.121 -0.675  0.102
H 2.048 1.335 1.100  0.065
H 3.559 0.395 0.597  0.061
H 2.156 -1.020 -1.582  0.091
H 1.330 -2.484 -0.864  0.106
H 2.922 -1.894 -0.293  0.087
H -2.634 0.602 -0.007  0.088
H -2.791 0.064 -1.767  0.068
H -3.573 -0.908 -0.739  0.049
H -1.633 -0.607 1.658  0.056
H -0.699 -2.205 1.462  0.070
H -2.428 -2.029 1.217  0.052
H 0.834 2.842 0.736  0.078
H -0.799 3.462 0.933  0.074
H -0.442 3.077 -0.676  0.066
H 1.098 -0.809 1.265  0.073
H -1.246 -1.945 -0.996  0.118

=====

C7H17NSi in the gas phase at a distorted geometry, computed with ωB97M-V/def2-TZVPD.

## Properties
Strongest force on any atom in eV/A: 6.10
ΔE to the lowest compared entry with this formula, charge and spin in eV: 2.0808
SMILES string: C=C[Si@](N)(CC)C(C)C

Each line ends with the Löwdin charge.
Element x y z (Å)
C 0.189 1.466 2.381  -0.145
C -0.763 1.155 1.536  -0.158
Si 0.131 0.423 -0.318  0.584
N 1.308 1.493 -0.913  -0.052
C -1.196 0.252 -1.640  -0.364
C -2.315 1.250 -1.755  -0.225
C 0.769 -1.363 0.009  -0.513
C -0.113 -2.217 0.901  -0.120
C 2.206 -1.389 0.369  -0.162
H 0.074 1.653 3.499  0.064
H 1.304 1.377 2.121  0.053
H -1.735 1.213 1.774  -0.012
H 2.143 1.127 -1.306  0.014
H 0.912 2.461 -1.108  0.083
H -0.740 0.210 -2.650  0.075
H -1.728 -0.728 -1.483  0.076
H -3.174 0.984 -1.021  0.088
H -2.015 2.320 -1.505  0.066
H -2.825 1.420 -2.775  0.081
H 0.833 -1.882 -1.025  0.129
H -0.123 -1.771 1.854  0.046
H -1.165 -2.207 0.591  0.071
H 0.313 -3.286 0.867  0.110
H 2.346 -0.739 1.186  0.037
H 2.989 -0.869 -0.346  0.119
H 2.375 -2.352 0.755  0.055

=====

2 unconnected molecules or ions with the total composition C7H18 at a distorted geometry, computed with ωB97M-V/def2-TZVPD.

## Properties
Strongest force on any atom in eV/A: 1.66
ΔE to the lowest compared entry with this formula, charge and spin in eV: 0.4086
SMILES string: CC(C)C.CCC

Each line ends with the Löwdin charge.
Element x y z (Å)
C -1.849 -2.737 -0.015  -0.092
C -0.525 -1.970 -0.004  -0.466
C 0.662 -2.910 -0.342  -0.093
C -0.545 -0.793 -0.963  -0.094
H -1.748 -3.825 0.057  0.069
H -2.390 -2.619 -0.958  0.074
H -2.500 -2.408 0.798  0.073
H -0.300 -1.655 1.012  0.118
H 0.432 -3.717 -1.028  0.068
H 1.478 -2.323 -0.790  0.071
H 1.105 -3.374 0.544  0.070
H 0.074 -0.002 -0.550  0.039
H -0.254 -1.031 -1.988  0.086
H -1.543 -0.364 -1.034  0.073
C 1.576 2.003 1.149  -0.122
C 1.051 3.145 0.276  -0.315
C -0.443 3.070 -0.063  -0.119
H 1.347 1.006 0.768  0.046
H 1.289 2.143 2.190  0.071
H 2.669 2.011 1.114  0.067
H 1.242 4.058 0.826  0.091
H 1.626 3.171 -0.648  0.096
H -0.646 2.313 -0.811  0.049
H -1.000 2.762 0.834  0.075
H -0.808 4.047 -0.374  0.064